[1]
DFT (wB97M-V/def2-TZVPD) results for a cluster of 2 separate species, C3H10NO2 in total.

Cartesian coordinates (Å):
H1 1.1745 2.2843 1.1788
C1 0.4936 1.4753 0.8679
O1 -1.3977 -1.6750 -1.8033
H2 1.2093 -1.1395 1.6196
H3 1.2604 0.5289 -0.7603
N1 1.3745 0.4421 0.2411
H4 -1.1550 1.0735 -0.4238
H5 1.4988 -1.5491 -0.1528
O2 -0.4283 -1.1810 0.4443
H6 -1.4134 2.4322 0.5715
C2 -0.6299 1.9451 -0.0146
H7 0.1070 1.0270 1.7809
H8 -1.1041 -2.5952 -1.8615
H9 -1.0794 -1.3510 -0.8474
H10 -0.4362 2.4767 -0.9517
C3 0.8870 -0.9549 0.5755

Atomic forces in eV per Å
-0.389 0.174 -0.058
1.673 -0.432 -0.406
-0.180 -0.008 -0.097
0.320 -0.041 -0.101
-0.011 0.008 -0.178
-0.695 0.111 0.607
0.190 -0.265 0.410
0.087 -0.186 0.510
-0.318 0.240 0.424
0.139 0.526 -0.089
-1.535 -0.815 -0.483
-0.274 0.012 0.019
-0.074 0.443 0.210
0.458 -0.613 -0.398
0.669 0.549 0.478
-0.060 0.297 -0.848

## Properties
Lowest unoccupied orbital energy in hartree: 0.1611
HOMO-LUMO gap in eV: 7.8
ΔE to the lowest compared entry with this formula, charge and spin in kcal/mol: 10.10
Total charge: -1
2S+1: 1
HOMO level in Ha: -0.126

Mulliken atomic charge list, values in e, 4 entries: 0.2596 -0.2105 -0.7908 0.3345

---

[2]
DFT (wB97M-V/def2-TZVPD) results for a structure of composition C17H17CoF5N5O5STe.

Cartesian coordinates (Å):
C1 3.6617 -2.6682 3.1450
H1 -3.9515 -3.7660 -2.3503
F1 -0.7948 -3.8691 1.5384
C2 -2.7331 -1.0897 1.3971
Te1 -0.2234 -4.1948 -0.3127
C3 -0.3014 -0.8483 -2.4305
H2 -2.1729 -2.6820 -3.6901
F2 0.5196 -5.4867 -1.5404
H3 0.6891 4.1835 2.0904
F3 1.3472 -4.5766 0.6557
H4 -3.6233 4.7662 0.2094
H5 3.5584 -2.1769 4.1143
H6 1.5759 2.8257 2.8056
N1 -1.4500 1.6119 -0.2476
C4 -2.9930 3.8957 0.0787
C5 -1.9349 3.6773 0.9113
N2 -1.8442 -1.0483 -0.7695
C6 4.3595 -1.7401 2.1523
H7 -2.6887 1.0976 -1.8068
N3 1.7991 0.7820 1.7178
O1 0.3402 -0.0810 -1.6278
C7 -3.3224 -3.0057 -1.9051
C8 2.4535 -0.2795 1.4528
O2 -1.7250 -0.2712 1.5943
C9 0.0466 2.2423 1.4503
H8 -4.0772 3.1304 -1.6532
H9 1.1353 -0.8849 -3.6182
H10 -1.7135 4.3487 1.7298
H11 2.6702 -2.9601 2.7954
H12 3.8794 0.2090 2.7635
H13 -0.0612 3.1999 3.3553
H14 4.2411 -3.5836 3.2760
C10 -1.5172 -1.4371 -2.0401
C11 0.5984 3.1692 2.4837
C12 -2.3478 -2.4096 -2.6589
C13 -1.1182 2.5353 0.7248
O3 0.4379 -1.6747 0.5805
S1 1.9537 -1.6842 0.4488
N4 3.7254 -0.4278 1.9957
F4 -1.0907 -5.8449 0.1369
C14 -3.2654 2.9751 -0.9584
C15 -2.4893 1.8465 -1.0510
F5 1.2932 -3.1148 -1.4107
H15 5.3800 -1.5457 2.4805
H16 4.4146 -2.2142 1.1712
N5 0.6234 1.0733 1.1105
O4 -3.6120 -1.3286 2.1911
C16 -3.5073 -2.6833 -0.5294
O5 0.1874 -1.0698 -3.6580
Co1 -0.5784 -0.0363 0.1139
H17 -4.2193 -3.1992 0.0969
C17 -2.7373 -1.6752 -0.0106

Atomic forces in eV per Å
0.062 0.032 -0.067
0.039 -0.016 -0.023
-0.113 0.471 0.176
0.130 0.187 -0.142
0.428 -1.281 -0.428
-0.168 0.104 0.045
0.010 -0.066 0.021
0.023 0.044 -0.388
-0.019 0.006 0.015
0.048 0.000 0.092
0.006 -0.003 0.025
-0.006 -0.027 0.017
0.000 0.016 0.013
0.006 0.096 0.343
0.018 -0.028 -0.065
0.037 -0.008 0.005
0.244 -0.479 0.070
-0.339 0.054 0.175
0.003 -0.056 0.056
0.019 0.083 0.062
0.075 -0.087 -0.078
-0.015 0.018 0.072
-0.066 -0.046 0.225
-0.076 -0.233 0.011
0.122 -0.079 -0.132
-0.002 -0.022 -0.001
-0.009 0.012 0.023
-0.010 0.034 -0.037
-0.007 0.011 0.034
-0.034 0.083 -0.053
0.008 0.018 -0.001
-0.002 0.010 0.015
0.061 0.095 -0.010
-0.011 -0.036 -0.004
0.013 0.013 -0.049
0.041 -0.033 -0.044
0.674 0.389 -0.061
-0.438 0.195 -0.050
0.106 -0.179 -0.146
-0.336 -0.099 0.189
0.007 0.077 0.051
-0.012 -0.071 -0.140
-0.207 0.288 0.147
0.054 -0.009 -0.093
0.139 -0.033 0.026
-0.046 0.090 0.108
-0.038 -0.091 0.101
-0.183 -0.005 -0.072
0.020 -0.066 -0.068
-0.290 0.356 0.036
-0.005 0.026 -0.009
0.039 0.243 0.010

## Properties
Lowest unoccupied orbital energy (spin up / spin down) in hartree: 0.0940 / 0.0079
HOMO-LUMO gap (spin up / spin down) in eV: 6.1 / 6.0
Total charge: -1
2S+1: 4
Expectation value of S²: 3.8107
HOMO level (spin up / spin down) in Ha: -0.130 / -0.213

Mulliken atomic charge list, values in e, 4 entries: -0.8959 0.3849 -0.5628 0.2079

---

[3]
DFT (wB97M-V/def2-TZVPD) results for a structure of composition C20H34BClN2O4S.

Cartesian coordinates (Å):
H1 0.5004 -0.8759 -2.9399
C1 0.7259 2.6779 -1.5162
C2 0.4352 6.2962 -1.4541
C3 1.1089 0.3606 2.0876
H2 3.4217 -3.4906 -1.6413
C4 -0.0340 0.5760 5.0855
C5 -0.4312 -1.4001 -2.7180
H3 2.7749 -5.0339 -1.1315
C6 -0.7013 -1.1708 2.2311
H4 -2.2637 -1.0678 -1.6239
O1 1.6726 -2.3930 -0.3213
C7 -0.7065 0.8407 3.7619
H5 0.4228 -1.0596 6.3504
H6 0.2271 1.9538 -2.1597
H7 -1.7925 -5.1669 1.7261
S1 3.1429 1.3526 1.4722
H8 -1.7682 0.6317 3.8883
H9 -4.3325 0.4052 -2.9836
C8 0.5741 -0.5895 5.3837
H10 1.1369 7.0568 -1.7986
H11 2.0008 4.9514 -0.8100
H12 -2.5399 -3.4817 -0.1817
H13 1.3638 2.1459 -0.8099
N1 1.8379 1.4314 2.4100
C9 -1.3494 -0.5255 -1.8829
H14 -0.0445 -5.2865 1.5237
H15 -0.9817 4.0003 -1.4737
H16 0.1102 5.7238 -2.3236
H17 -2.4854 1.6977 -4.0316
O2 -1.6719 0.7221 -2.4833
H18 -0.7048 -4.3316 2.8352
H19 -0.9292 2.8347 -0.1666
B1 -0.8922 -3.3641 0.8328
C10 -0.8572 -4.6055 1.7909
C11 -0.3087 3.4984 -0.7695
C12 2.4483 -3.4393 0.2869
H20 -0.0070 1.3690 5.8294
H21 -3.5490 -1.1125 -3.4190
H22 -4.1270 -0.0362 -4.6886
H23 1.4081 6.0316 0.4387
H24 -0.1933 -2.3160 -2.1836
H25 3.0762 -2.9966 1.0650
O3 -1.5954 -3.3985 -0.3560
C13 3.2803 -4.1349 -0.7766
C14 1.6871 -0.4593 1.0769
H26 -0.6100 1.8896 3.4708
Cl1 -2.2120 -1.7247 2.8997
H27 1.7928 -4.1646 0.7758
H28 -0.4417 6.7939 -1.0374
C15 -0.1327 -0.0247 2.6717
H29 -0.8595 -0.2759 -0.9408
C16 -3.6608 -0.0653 -3.7031
H30 1.3709 3.2969 -2.1429
O4 0.2395 4.4336 0.1463
C17 1.0425 -1.6508 0.6463
H31 -1.6674 0.2162 -4.4911
N2 2.8548 0.0266 0.6362
H32 4.2312 -4.4565 -0.3567
C18 -2.3261 0.6600 -3.7359
C19 1.0938 5.4161 -0.4049
C20 -0.1328 -2.0187 1.2170
H33 1.2740 -1.0719 4.7081
H34 -0.8910 -1.6758 -3.6693

Atomic forces in eV per Å
0.010 0.009 0.033
0.128 0.081 -0.032
-0.098 -0.047 -0.007
-0.399 -0.588 -0.083
0.233 0.146 0.122
0.350 -0.513 -0.019
0.005 0.132 -0.198
-0.048 0.031 -0.058
0.422 -0.297 -0.449
-0.001 -0.024 -0.018
-0.280 -0.376 0.342
1.169 0.537 -0.418
1.128 0.690 0.512
-0.019 0.020 0.075
0.056 -0.129 -0.036
-0.095 0.287 0.103
0.011 -0.001 0.115
-0.010 0.018 -0.017
0.013 0.359 0.131
0.008 0.007 0.019
-0.021 0.000 -0.050
0.003 -0.514 -0.293
0.049 -0.066 0.028
0.227 -0.143 -0.211
-0.007 -0.119 -0.007
-0.017 -0.011 -0.142
0.023 0.005 -0.021
0.065 0.002 -0.027
0.037 0.027 0.056
-0.034 0.079 0.052
0.074 0.039 0.000
-0.002 0.033 0.040
0.116 0.038 0.123
-0.312 0.079 0.227
-0.047 -0.081 -0.110
0.348 -0.066 -0.144
-1.390 -0.311 0.402
0.019 -0.015 -0.066
-0.001 0.028 -0.003
-0.027 -0.039 0.045
-0.008 0.019 0.054
0.065 0.066 -0.061
-0.160 0.556 0.370
-0.333 -0.305 0.020
0.366 0.570 -0.017
-0.025 0.007 -0.031
-0.152 0.008 0.026
-0.105 0.116 0.047
0.010 0.016 0.009
-0.510 0.730 0.547
-0.017 0.098 -0.012
0.005 -0.048 0.108
-0.027 0.018 -0.014
-0.048 0.012 0.158
0.112 0.108 -0.164
-0.017 -0.048 0.012
0.062 -0.289 -0.042
0.121 0.126 -0.120
-0.028 -0.040 -0.116
0.085 0.013 -0.058
0.050 -0.206 -0.154
-1.104 -0.789 -0.608
-0.031 -0.046 0.029

## Properties
Lowest unoccupied orbital energy in hartree: -0.0182
HOMO-LUMO gap in eV: 8.2
2S+1: 1
HOMO level in Ha: -0.319

Mulliken atomic charge list, values in e, 4 entries: 0.2919 -0.4662 -1.0531 1.1975

---

[4]
DFT (wB97M-V/def2-TZVPD) results for a cluster of 2 separate species, C2H4BrClO in total.

Cartesian coordinates (Å):
H1 -1.2619 -2.3324 -0.0652
Br1 3.5078 1.8139 -0.4006
H2 -2.2338 -0.6429 0.4253
O1 -0.7509 -0.3444 -0.9418
H3 -2.4120 -1.3737 -1.0858
Cl1 0.9651 0.3070 0.4826
H4 1.7761 2.3138 1.3420
C1 -1.6465 -1.2281 -0.3847
C2 2.0560 1.4869 0.6281

Atomic forces in eV per Å
-0.612 2.473 -0.355
0.434 -0.159 -0.517
0.814 -1.437 -0.277
1.151 0.053 0.195
-1.241 -0.623 -1.454
-0.080 -0.889 -0.674
0.391 -0.856 -1.039
0.796 0.305 2.423
-1.653 1.133 1.698

## Properties
Lowest unoccupied orbital energy (spin up / spin down) in hartree: -0.0775 / -0.0776
HOMO-LUMO gap (spin up / spin down) in eV: 5.6 / 5.6
ΔE to the lowest compared entry with this formula, charge and spin in kcal/mol: 116.88
2S+1: 1
HOMO level (spin up / spin down) in Ha: -0.285 / -0.285

Mulliken atomic charge list, values in e, 4 entries: 0.1654 0.0437 0.2139 -0.6210

---

[5]
DFT (wB97M-V/def2-TZVPD) results for a cluster of 2 separate species, C5H14 in total.

Cartesian coordinates (Å):
H1 1.1420 0.4235 1.3695
H2 -2.1821 -1.2930 1.4327
C1 -1.1877 -0.9649 -1.9068
H3 -2.5494 0.1595 -0.6671
H4 -0.4406 -0.2915 -2.3394
H5 -1.1089 -2.3265 0.4577
C2 -1.9503 -1.6293 0.4253
H6 -2.8067 -2.2120 0.0740
H7 3.4697 0.7204 1.3735
H8 1.0280 2.1684 1.7385
H9 0.8820 1.5891 0.1189
H10 3.3319 2.4731 1.2668
H11 -0.7119 -1.9400 -1.8213
C3 1.4429 1.4256 1.0453
H12 -0.9185 0.1840 -0.1065
H13 -1.9940 -1.0410 -2.6317
H14 3.2697 1.4977 -0.1672
C4 -1.6697 -0.4791 -0.5338
C5 2.9534 1.5360 0.8714

Atomic forces in eV per Å
0.065 0.205 0.145
0.058 0.060 0.097
0.233 0.220 -0.010
-0.039 -0.173 0.116
-0.129 -0.001 0.061
0.058 0.158 0.121
-0.331 -0.165 -0.318
-0.010 0.007 0.022
0.051 0.047 0.145
0.245 -0.313 0.084
0.293 0.064 -0.058
0.087 0.098 0.114
0.028 -0.115 -0.033
-0.709 -0.034 -0.221
0.117 -0.086 0.100
-0.141 -0.130 -0.003
-0.112 -0.056 -0.179
0.123 0.212 -0.156
0.111 0.004 -0.028

## Properties
Lowest unoccupied orbital energy in hartree: 0.0403
HOMO-LUMO gap in eV: 12.4
ΔE to the lowest compared entry with this formula, charge and spin in kcal/mol: 4.80
2S+1: 1
HOMO level in Ha: -0.414

Mulliken atomic charge list, values in e, 4 entries: 0.2260 0.3403 -1.1100 0.2696

---

[6]
DFT (wB97M-V/def2-TZVPD) results for a cluster of 2 separate species, C9H24Cl2N4O2P in total.

Cartesian coordinates (Å):
H1 -5.0872 -4.9290 0.2581
H2 -4.5874 2.0879 -0.7145
C1 5.1569 0.8858 0.6607
H3 -5.0645 -4.2964 1.9211
H4 -1.0788 -0.4502 -1.7592
H5 -2.9342 -3.7320 -0.2147
C2 -4.7482 -4.1038 0.8907
H6 6.2259 1.1661 1.0712
C3 -0.7603 0.5951 0.3600
H7 -2.0642 2.1931 -1.2069
Cl1 2.3372 3.9251 0.5725
H8 -3.0980 -3.0708 2.5467
C4 5.0989 0.7766 -0.9749
H9 -3.0781 1.1019 -2.4068
C5 -3.2438 -3.9461 0.8125
O1 -0.7698 3.8151 0.3971
H10 2.5446 -0.9676 1.1858
C6 -1.6940 -0.0281 -0.8576
H11 4.9233 -0.2040 1.0865
N1 0.4676 1.3419 -0.1252
H12 -3.6225 1.5505 0.6197
P1 0.5749 2.7895 0.9083
C7 1.7072 0.4775 -0.0698
H13 1.9568 0.5404 2.0814
H14 -0.5441 -0.2759 1.1108
H15 -0.5027 4.1926 -0.4974
Cl2 5.7876 -0.8647 -1.5813
H16 -1.4706 1.3600 0.9362
N2 2.0807 -0.0113 1.1886
H17 4.3036 1.5798 1.1224
H18 -2.7359 -4.8572 1.1432
H19 5.8495 1.6023 -1.3894
C8 3.6079 1.0517 -1.6272
N3 -3.9168 1.3490 -0.3748
O2 -2.8258 -2.8670 1.6354
H20 3.7545 0.9481 -2.8078
H21 1.9249 -0.0280 -2.0959
C9 -2.7196 1.2183 -1.2952
H22 -2.2995 -0.9284 -0.3788
H23 3.2368 2.1597 -1.4606
H24 -5.2487 -3.1840 0.5707
N4 2.5560 0.0364 -1.2414

Atomic forces in eV per Å
-0.028 0.065 0.109
1.271 -1.041 0.629
-0.510 -1.468 0.536
0.050 -0.113 -0.097
-1.025 1.018 1.724
0.070 0.102 0.191
-0.192 -0.017 -0.147
-2.300 -0.405 -1.058
-2.357 -1.304 0.538
-1.039 -1.780 -0.573
-0.943 -0.819 -0.752
0.120 0.140 -0.500
0.129 1.708 0.433
0.626 0.153 2.294
-0.337 -0.213 0.195
3.692 -1.542 -1.273
-0.168 2.031 0.157
-0.777 0.702 0.711
0.592 2.315 -0.871
2.790 -1.785 -0.569
-0.555 -0.073 -1.704
-2.276 2.007 1.341
0.433 -0.410 1.413
-0.449 -1.076 -1.422
0.012 1.788 -1.322
-0.771 -0.361 1.276
-0.900 1.681 0.727
1.706 -1.480 -1.128
-0.305 0.231 -3.324
2.123 -1.163 -1.268
-0.035 -0.096 -0.183
-1.851 -1.862 0.630
2.005 0.906 -1.266
0.797 0.263 -0.163
0.309 0.345 0.424
-0.420 0.066 2.672
0.736 0.083 1.644
0.847 0.212 -0.246
1.159 1.961 -0.986
0.967 -2.201 -0.052
0.114 -0.132 -0.038
-3.307 1.562 1.299

## Properties
Lowest unoccupied orbital energy in hartree: -0.1963
HOMO-LUMO gap in eV: 6.4
Total charge: +1
2S+1: 1
HOMO level in Ha: -0.432

Mulliken atomic charge list, values in e, 4 entries: 0.3286 0.2483 -0.7115 0.3235

---

Number 1: largest force on an atom 1.8 eV Å⁻¹, calculated total energy -325.53859 a.u.. Number 2: largest force on an atom 1.4 eV Å⁻¹, calculated total energy -3856.41711 a.u.. Number 3: largest force on an atom 1.5 eV Å⁻¹, calculated total energy -2076.12658 a.u.. Number 4: largest force on an atom 2.6 eV Å⁻¹, calculated total energy -3187.83793 a.u.. Number 5: largest force on an atom 0.7 eV Å⁻¹, calculated total energy -198.88150 a.u.. Number 6: largest force on an atom 4.2 eV Å⁻¹, calculated total energy -1988.17661 a.u..